Record 1
A molecular structure, C36H74B3O14P at a distorted geometry, computed with the ωB97M-V functional and the def2-TZVPD basis.

Properties
E_LUMO: 0.0176 Eh

```
128
Properties=species:S:1:pos:R:3:forces:R:3:mulliken_charge:R:1
C -0.275 0.865 3.541 -0.013 -0.139 -0.287 -0.73
C -0.041 -0.069 2.613 0.298 0.099 0.257 -0.07
B 1.300 -0.073 1.814 0.319 -0.244 0.643 0.49
O 2.183 -1.136 1.729 0.199 0.542 0.085 -0.49
B 3.418 -0.705 1.206 0.092 -0.493 -0.162 0.69
C 4.736 -0.811 2.023 -0.488 0.110 0.225 -0.70
O 3.341 -0.110 -0.061 -0.313 -0.082 0.271 -0.51
B 2.231 0.693 -0.121 0.184 0.448 0.212 0.11
C 1.496 1.114 -1.443 -0.077 0.344 -0.125 -0.79
P 2.513 2.217 -2.445 0.124 -0.156 0.838 0.99
O 3.565 2.837 -1.629 0.013 0.072 -0.004 -0.68
O 3.010 1.378 -3.709 -0.256 0.073 -0.088 -0.47
O 1.523 3.260 -3.133 -0.053 -0.173 -0.441 -0.45
O 1.672 1.081 1.112 -0.537 -0.608 -0.652 -0.17
H 0.553 1.382 4.017 -0.104 0.520 -0.417 0.18
H -1.275 1.170 3.830 -0.016 -0.580 0.535 0.21
H -0.818 -0.793 2.376 -0.290 0.425 -0.347 0.34
H 4.482 -0.952 3.076 0.084 -0.152 -0.018 0.25
H 5.380 -1.628 1.702 0.143 0.095 -0.063 0.25
H 5.283 0.130 1.951 0.202 -0.131 -0.171 0.23
H 0.616 1.699 -1.164 -0.018 -0.040 0.019 0.14
H 1.107 0.275 -2.025 0.114 -0.019 -0.041 0.48
H 3.294 0.502 -3.414 0.116 0.072 -0.152 0.34
H 1.106 3.825 -2.472 0.122 0.071 -0.065 0.31
C -5.285 -0.859 4.325 -0.035 -0.044 -0.103 -0.26
C -4.236 -1.224 5.370 0.039 0.101 0.021 -0.51
C -3.139 -1.833 4.508 -0.018 -0.122 -0.015 -0.04
O -3.206 -1.164 3.241 0.009 0.028 -0.024 -0.37
C -4.414 -0.405 3.161 0.062 0.035 0.069 -0.53
H -5.984 -0.097 4.659 0.001 -0.008 0.036 0.13
H -5.858 -1.747 4.044 0.000 0.002 0.005 0.23
H -3.876 -0.320 5.867 0.001 -0.008 0.007 0.24
H -4.598 -1.912 6.133 -0.021 -0.019 -0.023 0.32
H -3.310 -2.902 4.353 0.015 -0.007 0.058 -0.10
H -2.141 -1.696 4.927 0.020 0.034 -0.055 0.32
H -4.166 0.660 3.246 -0.043 0.012 -0.012 0.29
H -4.876 -0.574 2.187 0.035 -0.011 -0.015 0.24
C -3.026 -7.585 4.870 -0.065 -0.027 0.024 -0.55
C -3.594 -7.194 3.507 0.070 0.019 -0.030 -0.60
C -4.408 -5.956 3.858 -0.046 -0.015 0.028 -0.30
O -3.740 -5.336 4.958 -0.025 -0.010 0.023 -0.34
C -2.754 -6.222 5.490 0.061 0.025 -0.050 -0.45
H -2.134 -8.206 4.812 0.007 0.009 -0.014 0.33
H -3.779 -8.123 5.450 0.006 0.005 0.005 0.25
H -2.783 -6.932 2.825 -0.009 0.006 -0.003 0.28
H -4.194 -7.974 3.040 -0.008 -0.006 0.017 0.34
H -5.424 -6.224 4.169 -0.004 -0.016 -0.032 0.27
H -4.476 -5.242 3.036 0.008 0.030 0.023 0.24
H -1.761 -5.852 5.212 0.014 -0.026 0.017 0.28
H -2.829 -6.223 6.578 -0.022 0.029 0.000 0.28
C -2.665 1.686 -5.431 0.031 0.086 0.020 -0.53
C -1.451 1.254 -6.248 0.013 -0.138 -0.053 -0.31
C -0.355 1.262 -5.195 -0.004 0.131 0.022 0.19
O -0.983 0.929 -3.949 0.028 -0.011 -0.045 -0.33
C -2.404 0.994 -4.100 -0.001 -0.083 0.008 -0.53
H -3.618 1.401 -5.874 0.002 -0.014 -0.002 0.40
H -2.659 2.771 -5.302 -0.006 -0.003 -0.006 0.16
H -1.600 0.241 -6.633 -0.002 -0.005 0.024 0.28
H -1.233 1.911 -7.087 -0.042 0.026 0.012 0.26
H 0.097 2.254 -5.097 0.039 -0.024 -0.046 0.16
H 0.438 0.542 -5.402 0.011 -0.017 0.101 -0.31
H -2.804 -0.026 -4.100 -0.036 0.014 -0.003 0.28
H -2.826 1.529 -3.248 0.027 -0.009 0.023 0.30
C 3.755 4.049 1.978 -0.061 -0.096 -0.070 0.25
C 2.918 4.438 3.193 0.065 0.060 0.032 -0.62
C 3.311 3.356 4.191 -0.025 -0.060 -0.042 0.04
O 4.660 2.998 3.891 -0.012 -0.002 -0.002 -0.44
C 5.039 3.557 2.629 0.020 0.084 0.028 -0.48
H 3.925 4.865 1.277 0.009 -0.002 -0.001 0.42
H 3.273 3.234 1.437 0.005 0.018 -0.028 -0.42
H 3.221 5.422 3.562 -0.006 -0.011 0.020 0.30
H 1.847 4.462 2.999 -0.001 -0.035 -0.014 0.34
H 2.678 2.468 4.075 -0.028 0.024 0.005 -0.21
H 3.254 3.687 5.229 0.029 -0.023 0.010 0.32
H 5.737 4.383 2.807 0.007 -0.002 -0.029 0.33
H 5.550 2.794 2.040 -0.006 -0.020 0.022 0.18
C -9.492 -0.022 7.851 -0.023 -0.071 -0.012 -0.57
C -8.438 -0.378 8.896 0.017 0.072 0.015 -0.56
C -7.334 -0.971 8.030 -0.017 -0.057 -0.023 -0.44
O -7.408 -0.298 6.771 -0.033 0.016 0.030 -0.26
C -8.624 0.448 6.690 0.029 0.049 0.033 -0.49
H -10.199 0.737 8.180 0.012 0.010 0.009 0.33
H -10.055 -0.913 7.566 0.000 0.007 -0.008 0.27
H -8.083 0.526 9.395 0.007 -0.007 0.001 0.27
H -8.791 -1.071 9.658 -0.010 -0.011 -0.012 0.34
H -7.490 -2.042 7.866 0.002 -0.005 0.035 0.28
H -6.338 -0.827 8.450 0.015 0.008 -0.033 0.26
H -8.390 1.514 6.777 -0.038 0.008 -0.001 0.30
H -9.083 0.273 5.716 0.032 -0.013 -0.014 0.27
C 10.040 -1.957 1.220 -0.017 -0.063 -0.034 -0.55
C 9.881 -1.092 -0.028 0.024 0.062 0.034 -0.58
C 8.366 -1.056 -0.185 -0.015 -0.044 -0.015 -0.45
O 7.824 -1.142 1.134 0.072 -0.037 -0.029 -0.27
C 8.851 -1.506 2.058 0.017 0.071 0.008 -0.50
H 10.991 -1.819 1.732 0.001 0.017 -0.003 0.33
H 9.942 -3.013 0.960 -0.003 0.002 0.010 0.27
H 10.265 -0.087 0.160 -0.008 0.000 -0.008 0.27
H 10.386 -1.491 -0.907 -0.004 -0.018 0.004 0.33
H 8.008 -1.911 -0.770 0.023 0.009 -0.026 0.28
H 8.006 -0.142 -0.657 -0.031 0.002 0.025 0.29
H 9.104 -0.630 2.666 0.026 -0.020 0.019 0.30
H 8.473 -2.286 2.720 -0.034 0.008 -0.007 0.27
C -2.038 5.947 -9.397 -0.045 0.021 0.063 -0.54
C -0.735 6.181 -8.637 0.041 -0.015 -0.065 -0.58
C -0.718 4.994 -7.683 -0.038 -0.003 0.050 -0.37
O -1.387 3.926 -8.360 -0.002 0.045 -0.015 -0.35
C -2.053 4.429 -9.521 0.052 -0.011 -0.041 -0.49
H -2.079 6.447 -10.363 0.018 -0.002 -0.004 0.34
H -2.887 6.286 -8.800 -0.003 -0.007 -0.008 0.26
H 0.114 6.128 -9.322 0.004 -0.002 0.011 0.27
H -0.694 7.137 -8.118 -0.017 0.000 0.006 0.34
H -1.262 5.219 -6.759 0.021 0.027 0.006 0.25
H 0.290 4.671 -7.420 -0.010 -0.037 0.001 0.29
H -1.507 4.099 -10.411 -0.023 0.019 -0.021 0.27
H -3.060 4.013 -9.560 0.009 -0.029 0.026 0.28
C 2.557 -2.082 -8.135 -0.091 -0.028 -0.007 -0.61
C 2.398 -1.254 -6.863 0.087 0.037 0.023 -0.31
C 1.601 -2.201 -5.975 -0.059 0.014 -0.087 -0.13
O 1.991 -3.523 -6.349 0.006 0.011 0.000 -0.45
C 2.740 -3.483 -7.565 0.065 0.017 0.036 -0.48
H 3.391 -1.769 -8.762 0.015 0.003 0.017 0.35
H 1.644 -2.032 -8.732 0.005 -0.007 -0.001 0.28
H 3.377 -1.056 -6.421 -0.004 0.014 -0.002 0.22
H 1.897 -0.300 -7.020 -0.001 -0.002 -0.015 0.26
H 0.524 -2.091 -6.143 0.000 0.046 0.034 0.18
H 1.801 -2.056 -4.912 -0.019 -0.056 0.016 0.18
H 3.793 -3.681 -7.336 0.009 0.002 -0.038 0.27
H 2.378 -4.267 -8.230 -0.019 -0.018 0.027 0.28
```
Forces are in eV/Å.

=====

Record 2
A gas-phase ion, C5H10NO (charge -1) at a distorted geometry, computed with the ωB97M-V functional and the def2-TZVPD basis.

Properties
E_LUMO: 0.1343 Eh
ΔE to the lowest compared entry with this formula, charge and spin: 15.60 kcal/mol
SMILES: N/C=C/CCC[O-]
Total charge: -1

```
17
Properties=species:S:1:pos:R:3:forces:R:3:mulliken_charge:R:1
N -0.503 -3.307 -0.126 0.455 0.035 0.508 -0.52
C -0.087 -1.975 0.144 -1.075 0.082 -0.841 -0.03
C -0.238 -0.988 -0.739 0.643 0.456 0.419 -0.45
C 0.447 0.379 -0.626 -0.595 -1.517 0.223 -0.55
C 0.080 1.166 0.619 -0.447 0.353 0.082 -0.53
C 0.388 2.675 0.408 -0.565 0.422 0.092 -0.54
O -0.372 3.245 -0.547 0.172 -0.231 -0.090 -0.88
H -0.993 -3.760 0.630 -0.157 0.021 -0.069 0.20
H -0.975 -3.395 -1.011 -0.162 0.014 0.037 0.21
H 0.282 -1.762 1.137 0.477 -0.271 0.048 0.31
H -0.833 -1.128 -1.640 0.143 -0.386 -0.049 0.19
H 1.520 0.168 -0.698 0.027 0.462 -0.039 0.30
H 0.100 0.909 -1.502 0.261 0.695 -0.045 0.26
H 0.475 0.770 1.568 0.530 -0.070 -0.266 0.32
H -1.004 1.085 0.762 -0.085 0.162 -0.200 0.32
H 1.492 2.754 0.207 0.107 -0.069 0.141 0.18
H 0.223 3.164 1.413 0.268 -0.156 0.048 0.22
```
Forces are in eV/Å.

=====

Record 3
A molecular structure, C35H30N3O9Ru at a distorted geometry, computed with the ωB97M-V functional and the def2-TZVPD basis.

Properties
E_LUMO (spin up / spin down): -0.0603 / -0.0624 Eh
ΔE to the lowest compared entry with this formula, charge and spin: 49.11 kcal/mol
2S+1: 2

```
78
Properties=species:S:1:pos:R:3:forces:R:3:mulliken_charge:R:1
Ru -0.335 -0.118 -0.286 -2.905 0.216 0.197 3.13
O 2.563 -1.235 2.952 -0.096 0.692 -1.403 -0.53
C 1.851 -0.799 1.883 -3.686 -1.173 3.471 0.41
O 0.596 -0.777 1.945 2.751 0.335 -1.001 -0.69
C 2.596 -0.398 0.746 1.717 1.238 -3.677 0.33
C 3.997 -0.567 0.633 -1.429 -0.249 0.833 -1.14
C 4.627 -0.246 -0.535 -0.306 0.617 -1.429 -0.93
C 3.867 0.257 -1.616 0.307 -0.492 1.082 -0.76
C 2.499 0.414 -1.444 0.484 -0.103 0.675 0.80
N 1.874 0.121 -0.300 1.252 -0.701 1.572 0.58
C 1.592 0.943 -2.490 -1.435 0.740 -0.512 0.09
O 2.026 0.951 -3.758 0.092 -0.004 0.262 -0.52
O 0.485 1.365 -2.218 1.238 -0.346 -0.414 -0.43
H 1.937 -1.513 3.635 -0.198 -0.115 -0.017 0.48
H 4.520 -0.987 1.478 0.141 -0.012 0.038 0.63
H 5.693 -0.371 -0.655 0.035 -0.037 0.070 0.45
H 4.362 0.507 -2.544 0.011 0.053 0.032 0.38
H 2.885 0.511 -3.845 -0.217 0.001 -0.019 0.32
C -2.601 -2.133 -0.677 -0.233 -0.059 -0.290 -1.60
C -1.916 -1.245 0.330 0.220 0.237 -0.104 0.57
O -2.231 -1.160 1.479 0.249 -0.080 -0.082 -0.47
H -3.656 -2.211 -0.416 0.001 0.035 0.087 0.49
H -2.145 -3.123 -0.608 0.082 -0.006 -0.017 0.31
H -2.484 -1.763 -1.693 0.017 -0.091 0.163 0.17
N 0.399 -3.421 0.821 -0.381 0.299 -0.592 -0.26
C 1.177 -4.086 1.716 0.199 -0.526 0.423 0.57
C 2.484 -4.473 1.383 -0.288 0.258 0.023 -0.15
C 3.235 -5.204 2.275 -0.005 -0.108 0.264 -0.77
C 2.707 -5.587 3.501 0.136 -0.067 0.138 -0.50
C 1.414 -5.211 3.837 0.243 -0.057 0.048 -0.59
C 0.658 -4.460 2.966 0.035 0.243 -0.269 -0.43
H 0.864 -3.024 0.002 -0.251 -0.056 0.203 -0.11
H -0.357 -2.873 1.206 0.177 -0.125 -0.043 0.00
H 2.889 -4.174 0.428 0.033 0.005 -0.180 0.49
H 4.246 -5.481 2.018 0.133 -0.066 -0.049 0.39
H 3.301 -6.161 4.195 0.062 -0.090 0.049 0.39
H 0.991 -5.515 4.783 -0.019 -0.003 0.117 0.39
H -0.347 -4.158 3.226 -0.140 -0.012 0.003 0.43
O 1.595 -2.392 -1.534 0.562 -0.072 -0.062 -0.77
C 0.746 -2.077 -2.377 0.165 -0.562 -0.238 0.58
O -0.259 -1.348 -2.122 -0.106 0.740 0.777 -0.80
C 0.859 -2.582 -3.787 0.139 -0.044 0.162 -0.07
C 1.926 -3.406 -4.120 -0.081 0.197 0.170 -0.53
C 2.082 -3.905 -5.407 -0.127 -0.049 -0.379 -1.16
C 1.124 -3.559 -6.328 -0.357 0.287 0.247 1.01
O 1.038 -3.917 -7.644 0.367 -0.055 0.342 -0.49
C -0.165 -3.351 -8.120 -0.587 -0.190 -1.172 -0.27
O -0.759 -2.584 -7.096 -0.027 0.275 0.416 -0.50
C 0.040 -2.742 -5.994 0.460 -0.354 -0.008 0.98
C -0.114 -2.233 -4.731 -0.018 -0.047 -0.257 -1.23
H 2.641 -3.655 -3.352 0.023 -0.015 0.096 0.57
H 2.901 -4.548 -5.674 0.165 -0.115 -0.051 0.43
H -0.854 -4.158 -8.422 0.169 0.164 0.154 0.24
H 0.042 -2.711 -8.991 0.035 -0.097 0.260 0.24
H -0.937 -1.594 -4.460 -0.104 0.069 0.025 0.58
C 0.103 4.605 2.883 0.090 0.114 0.121 -0.58
C 0.858 3.464 2.636 -0.112 0.308 0.089 -0.72
C 0.364 2.463 1.832 -0.313 -0.089 -0.218 -0.48
C -0.906 2.573 1.230 0.575 0.855 0.611 0.06
C -1.637 3.761 1.453 0.117 -0.362 -0.176 -0.72
C -1.141 4.743 2.283 0.264 0.021 0.120 -0.67
N -1.343 1.580 0.425 1.081 -1.519 -0.666 0.16
C -2.647 1.504 -0.015 -0.511 -0.027 -0.281 -0.48
C -3.749 1.706 0.834 -0.122 -0.223 -0.121 -0.15
C -5.035 1.571 0.351 0.209 0.101 0.260 -0.78
C -5.262 1.231 -0.974 0.150 -0.088 -0.429 -0.56
C -4.183 1.011 -1.820 -0.571 -0.232 -0.027 -0.63
C -2.891 1.143 -1.354 0.582 0.101 0.524 0.05
H 0.486 5.383 3.527 0.031 0.057 0.049 0.39
H 1.839 3.362 3.078 0.083 -0.025 0.068 0.41
H 0.938 1.567 1.649 -0.051 0.123 0.022 0.71
H -2.578 3.908 0.945 -0.041 0.025 0.034 0.48
H -1.725 5.636 2.457 -0.039 0.079 -0.019 0.37
H -3.579 1.913 1.881 0.044 0.068 0.025 0.65
H -5.873 1.716 1.019 -0.048 0.009 0.055 0.40
H -6.273 1.135 -1.345 -0.048 -0.004 -0.038 0.40
H -4.357 0.729 -2.849 -0.002 0.002 -0.079 0.45
H -2.038 0.997 -2.016 -0.073 0.180 -0.056 0.49
```
Forces are in eV/Å.

=====

Number 1: DFT total energy -2885.61000 a.u.. Number 2: DFT total energy -326.46045 a.u.. Number 3: DFT total energy -2288.01805 a.u..